Entry from the OMol25 dataset: C42H49FMoN6O6P2 as an isolated structure in a non-equilibrium geometry (the ωB97M-V functional and the def2-TZVPD basis).

XYZ file:
```
107
Properties=species:S:1:pos:R:3
Mo 0.24724 -0.20277 -0.54802
N 1.99710 0.23245 -2.48278
C 1.62219 0.68447 -3.85328
C 0.28567 0.06425 -4.26366
C -0.68074 0.49254 -3.19650
O -1.12402 1.61453 -3.18681
O -0.88866 -0.41713 -2.22322
H 2.65588 0.89343 -2.08534
H 2.48705 -0.65248 -2.56098
H 2.39339 0.42043 -4.57691
H 1.52837 1.76857 -3.83739
H 0.37188 -1.02253 -4.31859
H -0.02943 0.45428 -5.22920
O 3.37377 -6.51219 -0.78842
C 2.76597 -6.02041 -1.96663
C 2.11269 -4.70894 -1.63368
C 0.98006 -4.26992 -2.30683
C 0.42759 -3.04763 -1.98187
N 0.95209 -2.25740 -1.03634
C 2.04829 -2.66944 -0.38312
C 2.64306 -3.89008 -0.64965
C 2.60630 -1.69630 0.59346
C 3.65933 -1.98011 1.43695
C 4.12571 -1.01613 2.31796
C 5.26297 -1.34600 3.25420
O 6.38522 -1.84356 2.54722
C 3.52192 0.22961 2.28660
C 2.46640 0.45894 1.43130
N 1.99767 -0.49228 0.60556
H 3.90673 -7.28602 -0.99853
H 2.02026 -6.71315 -2.36279
H 3.50278 -5.84777 -2.75725
H 0.52714 -4.86244 -3.09388
H -0.46742 -2.66705 -2.45477
H 3.52179 -4.20689 -0.10720
H 4.12578 -2.95673 1.42310
H 4.95034 -2.14857 3.92229
H 5.50689 -0.48211 3.87397
H 6.88039 -1.10947 2.16948
H 3.85288 1.02786 2.93947
H 1.94686 1.40623 1.40301
N -0.22746 1.52950 -0.25675
P -0.75267 3.02364 -0.54898
C 0.24628 3.79048 -1.80969
C 1.63273 3.69021 -1.67146
C 2.46251 4.27821 -2.61316
C 1.91102 4.95981 -3.69438
C 0.53390 5.05102 -3.83523
C -0.30168 4.46347 -2.89546
C -0.62153 4.05607 0.92849
C -1.42157 3.73452 2.02955
C -1.39163 4.51528 3.17098
C -0.57357 5.64178 3.21962
C 0.20165 5.98370 2.12531
C 0.17737 5.19572 0.97783
C -2.49288 3.06519 -0.93903
C -3.21563 1.87968 -1.05940
C -4.57463 1.93840 -1.32992
C -5.21028 3.16769 -1.48035
C -4.48708 4.34538 -1.35443
C -3.12729 4.29575 -1.07750
H 2.05725 3.16789 -0.82094
H 3.53774 4.21645 -2.50222
H 2.55854 5.42144 -4.42845
H 0.10776 5.57525 -4.68033
H -1.37530 4.51105 -3.02452
H -2.09224 2.88529 1.97636
H -2.01379 4.26036 4.02006
H -0.55563 6.25926 4.10894
H 0.82358 6.86889 2.15556
H 0.78405 5.47732 0.12706
H -2.69672 0.93177 -0.99640
H -5.14180 1.02471 -1.47562
H -6.26841 3.20801 -1.70656
H -4.97832 5.30201 -1.47308
H -2.57138 5.21896 -0.95394
N -4.99129 -1.33228 0.75341
C -4.11496 -2.40323 1.36365
P -3.70857 -3.47941 -0.06684
O -5.00009 -3.48800 -0.80707
O -2.40236 -3.00361 -0.64442
C -3.25295 -5.14577 0.57591
N -1.77020 -5.28439 0.33360
H -5.62500 -0.90172 1.42338
H -5.51342 -1.81917 0.00214
H -4.43256 -0.59814 0.31251
H -4.73131 -2.93601 2.08674
H -3.25420 -1.94715 1.84744
H -3.78452 -5.88476 -0.01960
H -3.48560 -5.31167 1.62469
H -1.56126 -4.39992 -0.21504
H -1.53238 -6.11509 -0.20260
H -1.23064 -5.29128 1.19630
F 1.82813 -0.52029 6.10366
C 1.16265 -0.61847 4.93815
C 0.48811 0.48300 4.45198
C -0.17897 0.36993 3.23811
C -0.19670 -0.81663 2.50827
C -0.87474 -0.93780 1.16895
C 0.48759 -1.90391 3.05311
C 1.17387 -1.81942 4.26006
H 0.49322 1.40991 5.01418
H -0.68089 1.23543 2.83860
H -1.82636 -0.38992 1.15624
H -1.09322 -1.99026 0.97722
H 0.49130 -2.85026 2.51633
H 1.70504 -2.66601 4.67803
```

Calculated values
total charge = +2
molecular weight = 910.776 g/mol
F_max = 3.16 eV Å⁻¹
HOMO (spin up / spin down) = -11.1437 / -11.1484 eV
relative energy (zero: lowest compared OMol25 entry of this formula, charge and spin) = 0.0000 eV